Here is a molecular structure, C2HN2O4 in a non-equilibrium geometry from OMol25. Energies are from wB97M-V/def2-TZVPD.

Structure (XYZ):
```
9
Properties=species:S:1:pos:R:3:forces:R:3:nbo_charge:R:1
C 1.79148 -0.94491 0.95962 0.01 -0.14 0.80 1.053
C -0.13100 0.34302 -0.71795 -2.93 -0.15 -1.59 0.827
N -2.27254 0.82602 0.16247 0.86 -0.97 2.51 -0.315
N -1.13104 0.44140 0.41437 0.78 0.13 3.19 -0.230
O 1.01024 -0.08464 -0.52306 0.24 0.96 -0.44 -0.683
O 0.99030 -1.81050 1.10724 1.23 0.33 0.40 -0.605
O -0.72149 0.64674 -1.75852 1.30 0.16 -1.33 -0.738
O 2.77703 -0.30222 1.16278 -1.16 -0.99 -0.18 -0.616
H -2.31299 0.88509 -0.80695 -0.33 0.68 -3.34 0.307
```
Positions in Å, forces in eV/Å.

Summary:
E_HOMO (Eh): -0.1733
Total charge: -1
HOMO-LUMO gap (eV): 8.7514
E_tot (eV): -13261.282
2S+1: 1

Here is a molecular structure, C4H5NO2 in a non-equilibrium geometry from OMol25. Energies are from wB97M-V/def2-TZVPD.

Structure (XYZ):
```
12
Properties=species:S:1:pos:R:3:forces:R:3:nbo_charge:R:1
N 0.40778 1.31806 1.08410 0.08 -0.11 -0.28 -0.817
C 0.35275 0.17457 0.29204 -0.95 0.48 -1.25 0.045
C -1.30485 -0.12177 -0.61861 0.33 0.42 -0.05 -0.349
C -0.55581 -0.99997 0.26796 -0.30 0.27 0.09 0.013
O 0.27362 -1.64137 -0.73615 1.88 -0.13 0.43 -0.532
C 1.20628 -0.46776 -0.69750 -0.21 -0.74 -0.51 0.744
O 2.21993 -0.25474 -1.28984 -1.10 -0.68 0.50 -0.529
H 0.82266 2.11718 0.62039 -0.04 -0.14 -0.08 0.388
H 0.85088 1.20390 1.99028 -0.25 -0.24 -0.11 0.388
H -1.66448 0.86115 -0.46730 -1.03 0.46 1.14 0.213
H -1.68283 -0.60331 -1.54388 1.36 0.62 0.12 0.229
H -0.92593 -1.58595 1.09851 0.22 -0.21 -0.01 0.209
```
Positions in Å, forces in eV/Å.

Summary:
E_HOMO (Eh): -0.3291
HOMO-LUMO gap (eV): 9.1936
E_tot (eV): -9810.564
2S+1: 1

Here is a molecular structure, C2H4ClN2P in a non-equilibrium geometry from OMol25. Energies are from wB97M-V/def2-TZVPD.

Structure (XYZ):
```
10
Properties=species:S:1:pos:R:3:forces:R:3:lowdin_spin:R:1
C -0.82169 -0.81624 -0.37728 1.83 -5.87 0.11 0.508
C 0.61739 -0.74200 -0.14670 2.62 0.19 0.34 0.141
N -1.55195 0.22888 -0.51138 -1.22 6.66 -1.56 0.428
N 0.82647 0.65499 0.39199 -0.64 -0.25 -1.16 0.176
P -0.51859 1.57750 -0.24499 -0.35 -4.27 -0.47 0.456
Cl -1.34347 2.25567 1.36221 -0.98 2.10 2.27 0.150
H -1.35754 -1.77619 -0.35638 0.50 0.29 0.25 0.039
H 0.98444 -1.48894 0.61009 -0.65 0.67 -0.17 0.039
H 1.42890 -0.95647 -0.96488 -1.35 0.54 0.39 0.057
H 1.73605 1.06279 0.23731 0.26 -0.06 0.01 0.006
```
Positions in Å, forces in eV/Å.

Summary:
E_HOMO (spin up / spin down) (Eh): -0.1860 / -0.3544
HOMO-LUMO gap (spin up / spin down) (eV): 5.9273 / 6.4763
E_tot (eV): -26926.410
2S+1: 3